154
Properties=species:S:1:pos:R:3:forces:R:3 method="wB97M-V/def2-TZVPD" total_charge=-1 multiplicity=2 fmax_ev_per_a=2.32 gap_ev="5.791 / 5.734" s2=0.780
V -0.37992 -0.52380 -0.18980 -1.63 -0.27 -0.36
Te 0.73308 -0.03106 -4.26327 0.93 0.33 -0.37
C 2.48296 0.55825 -5.36139 -0.06 0.05 -0.10
C 3.62549 0.96380 -4.67401 -0.14 0.02 0.04
C 4.79115 1.20905 -5.37781 -0.01 0.00 -0.02
N 4.90635 1.07841 -6.69995 0.09 -0.01 -0.07
C 3.81208 0.70393 -7.35538 0.07 0.03 -0.05
C 2.59459 0.44797 -6.74389 -0.31 -0.03 0.18
C 2.08227 -1.04955 -2.90550 -1.47 0.02 0.26
P 1.54098 -2.74197 -3.35992 0.36 -0.16 -0.06
C 2.32297 -3.89510 -2.15437 -0.03 -0.24 -0.12
C 3.37162 -4.76200 -2.46139 -0.03 0.16 0.06
C 3.79372 -5.71750 -1.54765 0.03 -0.09 -0.03
C 3.16020 -5.84069 -0.32182 0.03 -0.09 0.05
C 2.09432 -5.00600 -0.01304 0.00 0.04 0.07
C 1.67229 -4.05683 -0.92630 0.15 0.12 -0.06
C 2.64107 -2.92086 -4.83643 -0.32 -0.16 -0.02
C 2.05328 -3.46250 -5.97728 0.10 -0.05 0.05
C 2.77827 -3.61149 -7.15209 0.04 0.00 -0.01
C 4.10402 -3.20655 -7.19405 -0.04 -0.01 -0.11
C 4.69149 -2.63648 -6.07248 0.09 -0.01 0.03
C 3.96282 -2.49099 -4.90274 0.01 -0.06 -0.02
P 1.69694 -0.49265 -1.23276 2.11 -0.07 -0.97
C 2.25635 1.25878 -1.37906 0.01 0.07 0.11
C 1.33504 2.23328 -1.77086 0.20 -0.06 0.16
C 1.73251 3.55195 -1.92356 -0.07 0.04 -0.03
C 3.04137 3.92625 -1.66175 0.04 0.08 0.02
C 3.95702 2.97272 -1.24698 0.10 -0.08 0.03
C 3.56983 1.64629 -1.11925 -0.14 0.00 -0.05
C 3.11594 -1.26619 -0.33465 -0.03 0.03 0.10
C 4.27194 -1.56607 -1.05245 0.06 -0.01 0.04
C 5.35566 -2.16763 -0.43495 0.04 0.01 0.03
C 5.30501 -2.46513 0.91899 0.02 -0.04 0.03
C 4.16514 -2.15953 1.64579 0.05 -0.04 0.07
C 3.07217 -1.57588 1.02208 -0.09 -0.07 -0.03
H 3.60492 1.06217 -3.59707 0.05 -0.03 -0.06
H 5.69295 1.51867 -4.85710 -0.04 0.02 0.05
H 3.92804 0.58653 -8.42900 -0.09 -0.01 -0.01
H 1.73869 0.13088 -7.32759 0.07 -0.05 -0.11
H 3.86075 -4.67808 -3.42346 0.06 -0.04 0.03
H 4.62227 -6.37098 -1.79682 -0.02 -0.01 -0.01
H 3.48343 -6.59545 0.38489 0.02 0.02 0.02
H 1.58758 -5.10381 0.94014 -0.01 0.02 0.00
H 0.81630 -3.42663 -0.69535 0.03 -0.03 0.05
H 1.01168 -3.76192 -5.92924 0.01 0.00 -0.03
H 2.30959 -4.03713 -8.03163 0.00 0.00 0.00
H 4.67827 -3.32615 -8.10483 0.01 0.04 -0.01
H 5.72056 -2.30068 -6.11802 0.00 0.03 0.02
H 4.41658 -2.03858 -4.03051 -0.02 0.04 -0.04
H 0.30325 1.95999 -1.93112 0.01 0.07 -0.04
H 1.01004 4.29115 -2.24091 -0.05 0.06 0.00
H 3.34894 4.95895 -1.77529 -0.02 0.01 0.00
H 4.97831 3.25309 -1.01807 0.00 0.03 -0.05
H 4.29714 0.90742 -0.81156 0.02 0.03 0.04
H 4.29043 -1.33114 -2.10935 0.00 0.01 0.02
H 6.24234 -2.40546 -1.00964 0.00 -0.02 -0.03
H 6.14280 -2.95201 1.40299 0.03 0.03 0.01
H 4.12740 -2.38385 2.70533 -0.05 -0.04 -0.01
H 2.16864 -1.38127 1.58698 0.07 -0.02 -0.01
C -4.06201 0.21002 -1.50368 0.09 -0.23 -0.17
C -4.56401 -1.19014 -1.83606 -0.34 0.26 0.12
C -5.47588 -1.14399 -3.05825 0.24 -0.09 0.09
C -5.28521 -1.79756 -0.63498 0.24 -0.04 -0.11
O -3.48358 -2.06686 -2.19852 0.22 0.20 0.27
P -2.00392 -2.06950 -1.56964 -1.20 -1.31 -1.44
O -1.97011 -2.16101 -0.07845 0.57 0.17 0.31
O -1.21676 -0.86589 -2.04895 0.37 -0.06 0.37
O -1.49110 -3.39037 -2.27255 0.16 0.25 0.09
C -2.07858 -4.71674 -2.18811 -0.09 -0.52 -0.02
C -2.72434 -4.96012 -0.82559 0.13 0.25 -0.11
C -3.09679 -4.88697 -3.31530 0.14 0.16 0.02
C -0.91430 -5.68371 -2.39474 0.02 0.31 0.04
H -4.91573 0.86962 -1.35130 0.01 0.00 0.03
H -3.45115 0.59255 -2.32198 -0.02 0.06 0.02
H -3.45179 0.18640 -0.59765 -0.06 0.09 0.02
H -6.33805 -0.50884 -2.85505 -0.05 -0.01 -0.02
H -5.81605 -2.14817 -3.31300 -0.05 -0.01 0.01
H -4.92466 -0.74263 -3.90849 -0.03 0.04 -0.03
H -6.09430 -1.14647 -0.30383 -0.01 -0.02 -0.02
H -4.56602 -1.91888 0.17559 -0.04 -0.02 0.04
H -5.69275 -2.77736 -0.88961 -0.03 0.00 -0.01
H -3.59213 -4.31428 -0.69736 -0.09 -0.06 0.08
H -2.01132 -4.72662 -0.03618 -0.02 -0.06 0.06
H -3.03146 -6.00298 -0.74207 -0.01 -0.01 -0.05
H -3.85353 -4.10853 -3.26737 -0.04 -0.01 -0.01
H -3.58343 -5.86053 -3.23345 0.05 -0.03 0.02
H -2.59234 -4.82813 -4.28089 -0.02 0.03 -0.01
H -0.21360 -5.61274 -1.56415 -0.02 -0.07 -0.02
H -0.37686 -5.41413 -3.30404 0.01 -0.03 -0.03
H -1.27347 -6.71059 -2.47177 -0.08 0.00 -0.01
O 0.30800 -0.36409 1.75254 -0.16 -0.30 0.43
C 0.57879 0.78286 1.24493 1.36 0.98 0.42
O -0.25972 1.39260 0.51333 -0.49 0.21 0.16
C 1.87124 1.47865 1.66109 -0.38 0.14 0.20
C 1.89508 1.76654 3.18227 -0.54 -0.11 -0.30
Ge 0.55063 3.08196 3.87137 0.49 0.20 0.20
C -0.60945 2.35868 5.30479 0.18 -0.02 -0.46
C -0.71706 0.99483 5.56062 0.01 0.05 -0.09
C -1.41993 0.53710 6.66632 -0.01 -0.12 0.07
C -2.01488 1.43758 7.53776 -0.01 -0.02 -0.02
C -1.91180 2.79918 7.29476 -0.07 0.06 -0.03
C -1.21533 3.25242 6.18415 -0.04 0.07 -0.06
C 1.54527 4.44823 4.92559 -0.12 -0.16 -0.17
C 2.53007 4.05857 5.83140 -0.03 -0.09 -0.08
C 3.16010 4.98328 6.65057 0.07 0.00 0.06
C 2.81278 6.32460 6.57866 -0.02 0.04 -0.02
C 1.82876 6.73041 5.68934 0.02 0.04 0.04
C 1.20065 5.79737 4.87658 -0.05 -0.04 -0.06
C -0.27754 4.13941 2.43698 0.16 -0.40 0.27
C -1.60866 4.04051 2.05349 0.01 -0.06 0.02
C -2.09864 4.82818 1.02341 -0.13 0.12 -0.06
C -1.26800 5.73473 0.38148 0.02 0.01 -0.02
C 0.06614 5.83084 0.74840 0.04 0.01 -0.06
C 0.55886 5.02488 1.76163 0.01 -0.04 0.01
H 1.96048 2.39873 1.08419 0.03 -0.04 -0.02
H 2.70500 0.81913 1.41765 0.03 0.15 0.03
H 2.88391 2.14877 3.44065 -0.04 0.01 0.12
H 1.74715 0.81342 3.69285 0.08 0.03 0.18
H -0.24304 0.28671 4.89259 -0.05 -0.08 -0.06
H -1.49661 -0.52687 6.85696 0.01 0.00 -0.02
H -2.55360 1.08056 8.40681 0.00 -0.01 -0.01
H -2.37504 3.50756 7.97024 0.00 0.01 0.00
H -1.12833 4.31797 6.00041 -0.01 0.01 0.08
H 2.80191 3.00997 5.89957 0.05 0.00 0.05
H 3.92135 4.66127 7.35063 0.01 -0.02 -0.01
H 3.30418 7.05091 7.21385 0.01 -0.01 0.01
H 1.54878 7.77510 5.62983 -0.01 0.01 0.00
H 0.42819 6.12052 4.18809 0.02 0.07 0.02
H -2.25151 3.32404 2.55114 -0.09 -0.03 -0.01
H -3.13273 4.74035 0.71429 0.11 0.04 0.01
H -1.65752 6.36065 -0.41190 -0.01 -0.02 -0.01
H 0.72459 6.52649 0.24343 0.00 -0.01 -0.03
H 1.60660 5.08676 2.03860 0.00 0.07 -0.03
C -4.96817 2.64561 0.78891 0.09 -0.23 0.24
Ge -5.41653 1.41423 2.27012 -0.23 -0.08 0.14
C -5.46533 2.44594 3.94981 -0.03 -0.15 -0.20
C -7.22191 0.64501 1.96013 0.28 0.18 0.02
C -4.24025 -0.14639 2.57887 0.15 0.14 -0.32
Se -2.32982 -0.06497 2.08700 -0.95 0.38 1.00
C -2.01915 -1.81767 2.86239 0.00 0.03 -0.05
H -5.81864 2.77869 0.12042 -0.03 -0.06 0.01
H -4.12771 2.26582 0.21169 0.05 0.10 0.01
H -4.69601 3.62044 1.19295 -0.09 -0.08 0.06
H -6.25650 3.19587 3.92101 0.01 0.03 -0.01
H -4.51366 2.94618 4.11802 0.09 0.06 0.00
H -5.64771 1.78415 4.79633 -0.03 -0.04 0.01
H -7.96061 1.43554 1.82669 -0.02 0.04 0.02
H -7.52683 0.02533 2.80344 0.02 0.00 0.05
H -7.22849 0.02012 1.06757 0.01 0.02 -0.01
H -4.65999 -1.01589 2.07162 -0.10 0.03 0.06
H -4.26351 -0.33687 3.65463 -0.05 0.01 -0.02
H -2.30584 -1.80208 3.91411 0.06 0.03 -0.02
H -0.96377 -2.04268 2.74461 -0.01 -0.02 0.04
H -2.61433 -2.54253 2.31199 0.02 -0.02 0.00